Entry from the OMol25 dataset: a 9-piece molecular cluster, C18H39Cl6N3O15 overall in a non-equilibrium geometry (wB97M-V/def2-TZVPD).

Results
F_max in eV Å⁻¹: 4.85
ΔE to the lowest compared entry with this formula, charge and spin in kJ/mol: 307.43
Net charge: 0
Frontier orbital gap in eV: 10.537
SMILES string: C[N+](=O)[O-].C[N+](=O)[O-].C[N+](=O)[O-].COC(=O)OC.COC(=O)OC.COC(=O)OC.ClCCCl.ClCCCl.ClCCCl

XYZ file:
```
81
Properties=species:S:1:pos:R:3:lowdin_charge:R:1
C 4.80 8.05 -0.71 0.05
N 4.41 6.56 -0.57 -0.41
O 3.38 6.22 -1.18 0.03
O 5.08 5.85 0.17 0.05
H 5.60 8.18 -1.45 0.09
H 4.98 8.50 0.26 0.09
H 3.92 8.51 -1.16 0.08
C 7.91 -5.76 -3.39 0.04
N 6.96 -4.81 -2.69 -0.40
O 5.98 -4.24 -3.31 0.01
O 7.17 -4.72 -1.51 0.07
H 8.37 -6.38 -2.61 0.09
H 8.73 -5.21 -3.86 0.09
H 7.41 -6.34 -4.16 0.09
C -6.62 -2.37 2.06 0.05
N -7.60 -1.40 2.67 -0.42
O -8.44 -0.85 1.92 0.04
O -7.40 -1.11 3.86 0.03
H -5.68 -2.08 2.54 0.10
H -6.72 -2.27 0.98 0.10
H -7.06 -3.28 2.45 0.10
C -0.49 -7.75 0.01 -0.03
O -0.58 -7.99 1.41 0.01
C -1.74 -7.96 2.03 -0.61
O -2.80 -7.65 1.58 0.15
O -1.56 -8.32 3.33 -0.03
C -2.63 -8.39 4.23 -0.06
H -0.61 -8.70 -0.52 0.10
H 0.56 -7.55 -0.16 0.09
H -1.14 -6.97 -0.39 0.10
H -3.53 -8.95 3.95 0.10
H -2.96 -7.35 4.17 0.09
H -2.21 -8.67 5.19 0.10
C -0.86 4.50 12.72 -0.05
O -1.16 3.24 12.12 -0.02
C -2.32 3.11 11.42 -0.49
O -3.23 3.94 11.44 0.09
O -2.37 1.94 10.68 -0.03
C -3.35 1.49 9.83 -0.09
H -0.51 4.29 13.73 0.09
H -1.70 5.19 12.81 0.09
H 0.02 4.87 12.20 0.09
H -3.17 0.56 9.29 0.10
H -3.72 2.30 9.21 0.10
H -4.22 1.29 10.47 0.09
C 6.27 1.48 -7.27 -0.03
O 6.51 0.69 -8.43 0.00
C 6.45 1.18 -9.65 -0.56
O 6.56 2.39 -9.86 0.10
O 6.50 0.11 -10.52 -0.01
C 6.72 0.44 -11.90 -0.05
H 6.75 0.97 -6.43 0.09
H 5.27 1.70 -6.90 0.10
H 6.85 2.40 -7.39 0.09
H 6.07 1.21 -12.32 0.09
H 6.86 -0.44 -12.53 0.09
H 7.71 0.90 -11.96 0.09
Cl -5.75 0.71 -6.51 0.51
C -5.45 -0.55 -5.23 -0.63
C -5.61 -1.89 -5.97 -0.67
Cl -5.43 -3.16 -4.72 0.53
H -6.04 -0.43 -4.32 0.07
H -4.39 -0.48 -4.99 0.06
H -4.89 -2.10 -6.76 0.07
H -6.65 -2.03 -6.27 0.06
Cl 0.29 -0.09 2.92 0.54
C 1.38 0.71 1.78 -0.68
C 1.58 -0.10 0.56 -0.64
Cl 0.01 -0.61 -0.23 0.48
H 2.35 0.93 2.22 0.08
H 0.90 1.63 1.46 0.07
H 2.10 -1.04 0.75 0.07
H 2.10 0.48 -0.19 0.07
Cl -5.06 7.73 -1.81 0.51
C -4.45 6.40 -0.75 -0.63
C -4.04 6.96 0.66 -0.70
Cl -3.94 5.75 1.91 0.57
H -3.56 5.95 -1.18 0.06
H -5.16 5.57 -0.72 0.06
H -4.66 7.78 1.02 0.06
H -3.05 7.38 0.46 0.06
```